# C53H40N5O6P2Sn

A molecular structure, C53H40N5O6P2Sn at a distorted geometry (ωB97M-V with the def2-TZVPD basis set, OMol25).

```
107
Properties=species:S:1:pos:R:3:forces:R:3:mulliken_charge:R:1
C 12.16865 16.69746 15.49069 0.1 -1.2 -0.6 -1.03
N 10.30842 14.55251 10.11498 -0.1 0.1 -1.0 0.49
H 6.36876 11.80071 7.14534 -0.1 0.0 -0.2 0.37
C 10.80738 14.35592 8.85530 0.0 0.6 0.4 0.17
C 8.30513 12.23000 9.86118 0.6 -0.5 0.1 -0.26
H 8.32369 12.70248 10.83378 0.0 0.2 0.0 0.59
P 9.04002 13.49580 15.45670 0.6 0.3 0.3 0.25
C 11.38195 10.41831 10.13999 0.3 0.1 0.9 0.36
C 9.37043 10.70634 8.29598 0.0 -0.5 -0.4 1.39
C 7.91161 14.42542 16.50465 -0.1 -0.7 0.2 0.81
H 7.74011 15.96988 14.97798 0.0 -0.3 0.6 0.05
C 5.99665 15.80743 17.87330 -0.5 0.7 0.7 -0.47
H 7.63346 11.63950 15.57327 0.0 0.0 -0.1 0.60
C 8.69242 11.75004 15.82649 -0.1 -0.2 0.5 -0.82
H 6.03252 7.89044 12.90967 0.5 0.4 0.1 0.37
C 14.66534 12.58890 9.15932 -0.1 -0.2 -0.7 -0.81
H 6.02841 17.20005 16.25369 -0.1 0.1 0.0 0.47
H 13.23203 15.42376 19.34057 0.1 -0.1 0.1 0.41
C 13.60353 15.08028 17.15060 0.0 -0.1 -0.2 0.30
H 11.88952 17.72319 15.44352 -0.2 0.7 -0.1 0.53
O 12.59216 10.98394 12.13473 0.0 -0.2 -0.3 -0.51
H 12.33354 15.75264 13.57711 0.0 0.2 0.2 0.38
H 5.22662 16.34015 18.41037 -0.1 0.1 0.1 0.37
N 10.22125 15.89589 12.45262 0.3 0.0 0.7 -0.09
O 9.91672 11.03667 13.50349 0.4 0.4 -1.4 0.93
H 14.62700 15.36943 17.45115 -0.3 0.1 -0.2 0.63
C 6.88258 7.91100 13.60076 -0.2 -0.5 0.2 -0.77
H 12.22878 9.61631 14.11549 -0.2 -0.1 -0.1 0.27
H 8.23634 10.34902 6.48600 0.1 -0.3 -0.4 0.46
H 11.10677 14.34448 19.49522 0.3 0.0 -0.3 0.42
C 14.16589 12.82609 7.88195 -0.2 0.1 0.1 -0.35
C 13.01712 16.33547 16.45200 0.3 0.1 0.7 -1.28
C 6.53560 14.68021 18.44964 0.0 -0.7 0.3 -0.82
C 11.18755 10.44350 17.25620 0.0 0.0 -0.3 -0.61
C 11.59446 15.83143 14.38222 0.3 0.0 -0.1 1.28
C 12.37061 10.18604 17.91488 -0.3 0.1 0.5 -0.49
C 12.44680 10.11390 11.24427 0.5 -0.4 -0.2 -0.20
H 6.57744 5.83354 14.08394 0.1 0.0 -0.1 0.37
H 6.38590 16.67034 8.88884 0.3 0.0 0.3 0.33
H 12.46624 13.58882 6.76220 0.1 0.0 0.5 0.48
H 12.26446 8.97485 8.80399 -0.6 0.2 0.3 0.48
Sn 10.99200 13.51918 11.92548 0.2 -0.2 -0.1 1.59
C 12.81226 14.96252 18.45375 0.5 0.3 -0.4 -0.93
C 13.45542 9.63572 17.26825 -0.5 0.1 -1.0 -0.79
C 11.65843 14.47072 14.99676 0.4 -0.8 0.1 0.14
H 8.52982 5.75539 15.63728 -0.1 -0.2 0.1 0.40
H 9.75425 7.73927 16.17541 0.3 0.2 0.2 0.40
H 14.17857 8.95135 15.35077 0.7 -0.1 -0.2 0.48
C 10.71864 13.99518 16.08787 0.0 0.0 -0.5 1.52
C 13.86779 12.88514 10.23790 0.6 -0.3 1.1 -0.23
C 12.21448 9.69873 15.19533 0.4 0.4 0.6 -0.88
C 8.95179 7.82889 15.46718 -0.2 0.3 -0.4 -0.41
C 9.16607 16.15639 11.57208 0.1 -0.2 0.2 0.61
N 10.46496 11.33221 10.38016 0.0 -0.7 -0.3 1.00
C 10.42904 9.80882 8.03346 0.3 -0.1 -0.1 -1.19
O 10.38381 14.74289 7.75960 0.2 -0.4 0.8 -0.80
C 7.23983 12.35664 9.02656 0.3 -0.1 0.1 -0.61
H 13.31628 17.19574 17.04830 0.1 0.0 0.1 0.32
C 8.09228 17.04948 11.80422 0.5 -0.3 -0.1 -0.87
O 9.60963 17.14878 14.36895 0.2 -0.5 -0.6 -0.81
C 7.63891 9.04859 13.86840 -0.1 -0.4 0.0 -0.63
C 7.17079 16.52756 9.64156 -0.9 0.4 0.1 -1.02
H 8.19038 15.06514 8.48888 0.1 0.0 0.1 0.62
C 8.23445 6.67865 15.16828 -0.2 0.3 -0.3 -0.66
C 6.43086 16.28840 16.66772 0.5 0.0 -0.6 -0.76
H 10.36102 10.83707 17.83286 0.0 0.0 -0.1 0.28
C 11.10616 10.21623 15.88806 0.0 -0.2 -0.9 1.10
H 6.18821 14.33391 19.41769 0.0 0.0 -0.1 0.40
H 7.46621 9.94404 13.30606 -0.1 0.4 -0.2 0.37
C 7.22705 11.68475 7.78934 0.2 -0.3 -0.3 -0.77
C 8.17104 15.61651 9.41818 1.1 -0.5 0.0 -0.33
C 8.27153 10.87050 7.41781 -0.6 0.7 0.9 -0.81
N 12.67969 13.79666 14.60393 -0.3 0.6 0.5 -0.12
H 12.40188 10.44037 18.95812 0.2 -0.1 0.4 0.42
H 6.32847 17.95717 10.98773 -0.1 0.0 0.1 0.39
H 6.43221 12.99919 9.32315 -0.3 0.1 0.0 0.49
C 12.18514 13.68024 8.89833 -0.6 0.1 -0.3 0.27
H 9.86745 13.44290 17.80483 0.2 0.0 0.3 -0.16
C 9.21700 15.42182 10.34749 -1.0 0.7 -0.4 -0.14
C 7.18586 6.71506 14.24850 0.2 0.3 0.4 -0.37
N 12.67528 13.41956 10.09675 -0.5 0.3 0.6 -0.03
C 9.41608 11.40015 9.50834 -0.7 1.0 0.4 -0.62
C 13.39255 9.41555 15.89502 -1.2 -0.1 0.3 -0.32
H 10.45416 9.25734 7.10049 -0.1 0.0 0.0 0.39
H 8.07690 17.59927 12.73730 0.0 -0.1 -0.1 0.48
C 7.12213 17.23839 10.83589 0.0 0.0 -0.2 -0.64
C 12.89917 13.38400 7.74665 0.0 0.0 -0.5 -0.57
P 9.65685 10.56241 14.84995 -0.2 -0.5 1.7 0.23
C 11.40365 9.63456 8.96620 0.5 -0.1 -0.5 -0.75
H 13.61293 12.00897 15.27227 0.1 0.2 0.1 0.87
C 7.41709 15.59931 15.96360 -0.4 0.4 -0.4 -0.49
C 13.79285 13.65300 16.62501 0.5 0.0 1.0 -1.44
C 7.47460 13.95420 17.75338 0.2 -0.2 -0.4 -0.42
H 8.80148 11.47424 16.88156 -0.2 0.2 -0.1 0.37
O 13.03622 9.00766 11.10458 -0.6 1.0 0.2 -0.86
C 8.66734 9.03855 14.81410 -0.1 -0.6 -0.1 0.38
H 14.31950 9.37777 17.81769 0.9 -0.1 0.5 0.43
H 7.82627 12.99100 18.15005 -0.1 0.5 -0.1 0.16
H 14.16442 12.66202 11.27374 -0.1 0.1 -0.6 0.45
C 11.63062 14.37826 18.53065 -1.0 -0.2 -0.1 -0.89
C 13.36043 13.03350 15.54021 -0.4 -0.4 -0.5 -0.30
H 14.74290 12.57569 6.99408 0.0 0.0 0.2 0.39
C 10.78306 13.89061 17.41922 -0.2 0.0 0.4 -0.13
O 8.81406 13.80274 14.03981 0.0 0.1 -0.8 -0.71
H 15.61042 12.11192 9.31380 0.4 -0.1 0.0 0.45
H 14.40203 13.08579 17.33568 -0.1 0.0 -0.3 0.27
C 10.33341 16.36122 13.71663 -1.0 0.3 -0.4 -0.19
```
Forces are in eV/Å.

Largest force on an atom   1.74 eV/A
Molecular weight   1023.59 g mol⁻¹
Net charge   -1
Energy relative to the best compared isomer or geometry (same formula, charge and spin)   59.6 kcal per mole
Calculated total energy   -3666.03318 Ha
2S+1   1
HOMO-LUMO gap   6.21 eV

---

# C53H41N5O5Y

A molecular structure, C53H41N5O5Y at a distorted geometry (ωB97M-V with the def2-TZVPD basis set, OMol25).

```
105
Properties=species:S:1:pos:R:3:forces:R:3:lowdin_spin:R:1
N -0.00383 0.66322 1.66085 0.4 -0.1 1.8 0.01
C 0.42603 1.90578 2.04995 0.0 0.3 1.0 0.07
C 0.89502 2.92326 1.19321 0.2 0.1 -1.1 0.00
C 1.63194 3.85316 -1.04144 0.0 -0.1 -0.3 -0.02
C 0.31209 5.30732 1.60783 0.1 0.0 0.1 0.00
H 0.07954 -2.37058 5.04139 0.1 0.0 0.0 0.00
C -0.74478 -3.08527 -0.26013 0.2 -0.7 -0.8 0.07
C -0.47723 0.01457 2.77589 0.2 0.5 0.2 0.02
C -1.05966 -1.26892 2.79529 -0.2 -0.6 -0.2 0.15
H 3.39997 5.77161 3.86182 0.1 0.1 0.1 0.00
O 1.75441 7.95752 3.58302 -0.2 -0.1 -0.2 0.00
C -1.11491 -2.17065 1.72012 0.2 0.3 0.1 0.00
C -1.20316 -4.12980 0.61502 0.0 0.2 0.0 -0.02
C 0.97767 -5.33336 -2.05182 -0.2 0.1 0.0 0.00
H 1.99561 -8.67572 -4.22907 0.0 0.0 0.1 0.00
C -3.02154 -2.59660 6.36779 0.0 0.0 -0.1 0.00
H 5.02047 1.35944 -6.02606 0.1 0.0 -0.1 0.00
C 1.17642 4.23644 1.82252 0.1 0.0 0.0 0.00
H 2.73317 9.30913 4.67057 0.1 -0.1 0.0 0.00
H -2.07409 -7.07429 -3.58474 -0.2 -0.1 -0.1 0.00
C -1.70216 -1.71631 4.06073 0.1 0.1 -0.1 0.02
H -0.60314 0.62368 4.91706 0.0 0.0 0.1 0.00
H -4.50334 2.04481 -1.57829 0.2 -0.1 0.0 0.00
C 2.52438 5.65661 3.24130 0.1 0.3 0.2 0.00
C 2.27967 4.43216 2.64005 -0.2 -0.1 -0.2 0.00
C 3.23417 2.15673 -6.92783 -0.2 0.0 0.1 0.00
C 1.34158 1.02408 -3.26131 0.0 0.7 0.2 0.13
C -4.32888 2.05535 2.22471 -0.8 0.4 -0.1 0.00
H -2.61637 -4.58824 8.13381 0.0 0.0 0.0 0.00
O 3.73385 2.53183 -8.13984 -0.3 0.1 0.1 0.00
H -1.06023 -3.15132 7.05484 0.0 -0.1 0.1 0.00
C -1.22626 -6.57314 -3.14683 0.1 -0.3 -0.1 0.00
H -0.54797 5.17116 0.97035 -0.1 0.0 -0.1 0.00
C 5.09271 2.30433 -8.41614 0.2 0.0 0.0 0.00
H -3.65257 -1.15667 3.37110 0.0 0.0 -0.1 0.00
C 2.86087 8.26323 4.39386 0.2 0.0 0.1 0.00
H 5.33945 1.23757 -8.38733 0.0 0.0 0.0 0.00
C 1.15030 -1.29264 -4.23582 0.0 0.4 0.1 0.08
C -5.56325 2.52445 0.23843 -0.2 0.1 0.6 0.00
H 1.00826 -10.15673 -4.15657 0.1 0.1 0.0 0.00
C 3.34302 1.21132 -4.72631 -0.3 0.1 0.0 0.00
C -0.30110 -3.25661 -1.58029 -0.2 0.1 0.7 -0.02
H 2.13345 3.80220 -3.17547 0.1 0.0 -0.1 0.00
H 2.88727 7.65209 5.30243 0.0 0.0 -0.1 0.00
H -0.13112 7.35773 2.05816 -0.1 0.1 0.0 0.00
H 1.60411 -1.09272 -5.18705 0.1 0.0 -0.2 0.00
Y -0.40185 0.07610 -0.36848 -2.8 0.8 -0.8 0.01
C 1.87597 2.40604 -6.73103 0.2 0.1 -0.2 0.00
H -1.31003 -5.16291 0.34122 0.0 -0.2 0.0 0.00
H -3.90618 -3.96084 9.18632 0.1 0.0 0.0 0.00
C 1.09516 -6.61714 -2.55425 0.1 -0.4 -0.1 0.00
O 0.00611 -8.50097 -3.65787 -0.3 0.2 0.0 0.00
N -0.72942 -1.90324 0.43374 0.1 -1.1 1.0 0.04
N 0.87301 1.70146 -0.94361 1.2 0.8 -0.8 0.05
C 0.23804 2.03548 3.46360 0.2 0.3 -0.7 0.03
C -3.73710 -2.01992 5.31783 -0.1 -0.1 0.2 0.00
H -6.31512 2.90235 2.22238 -0.1 0.0 0.1 0.00
H 1.84479 -4.85117 -1.62502 0.1 0.1 0.0 0.00
C -1.33525 -5.29637 -2.63699 0.1 0.0 0.0 0.00
H 3.90934 0.73978 -3.93700 0.1 -0.1 0.1 0.00
H 1.88291 4.84660 -0.72125 0.1 0.2 0.0 0.00
H 1.32478 2.87260 -7.53132 -0.1 0.1 -0.1 0.00
C 0.19250 -2.25926 -2.44277 0.1 -0.6 -0.6 0.08
C -0.99387 -2.27271 5.11485 -0.1 0.1 -0.2 0.00
H -2.38418 1.19754 1.87971 0.1 0.0 -0.1 0.00
C 0.70505 -2.48862 -3.76267 -0.3 -0.1 0.6 0.02
C -3.11691 -3.68211 8.48952 0.1 -0.1 0.1 0.00
H 3.80399 8.14887 3.85028 0.0 0.0 0.0 0.00
C 1.76238 3.32274 -2.28750 -0.1 0.3 0.3 0.03
N 0.31156 -0.92853 -2.14472 1.0 -0.3 -1.2 0.01
C -0.22997 -4.65036 -2.09347 0.0 -0.1 0.0 0.00
C -1.45255 -3.56267 1.82417 -0.1 -0.2 -0.1 0.05
C 1.08676 2.82602 -0.19372 0.1 0.5 1.2 0.05
O -2.40398 1.12480 -0.64374 -0.3 0.1 0.1 0.00
C 0.92611 -0.32003 -3.20562 -0.1 -0.5 -0.1 0.02
C -0.31702 0.87272 3.91118 -0.4 -0.5 -0.2 0.08
C -0.00690 -7.24832 -3.11664 -0.1 0.1 0.0 0.00
H -2.39355 -3.03998 9.00352 0.0 0.0 -0.1 0.00
C 1.26392 2.05778 -5.54639 0.2 -0.1 0.0 0.00
C -3.08566 -1.59374 4.18137 0.1 -0.1 0.3 0.01
H 2.05104 -7.11238 -2.50605 0.1 -0.1 0.0 0.00
H -1.79746 -4.04858 2.71703 0.0 -0.1 0.1 0.00
C 0.53730 6.52475 2.20900 0.1 0.2 0.1 0.00
H -4.80715 -1.92923 5.41885 -0.2 0.0 0.0 0.00
H -4.22087 2.05304 3.29634 0.1 -0.1 0.1 0.00
O -3.76188 -3.00726 7.43762 -0.1 0.2 -0.3 0.00
C -1.64149 -2.71492 6.25813 -0.1 -0.1 0.4 0.00
C -3.29620 1.58982 1.45207 0.3 -0.2 -0.4 0.00
H 5.24611 2.68202 -9.42621 0.1 -0.1 0.1 0.00
N -3.38112 1.58930 0.09827 -0.6 0.2 0.4 0.00
C 1.99071 1.44807 -4.52973 0.0 0.0 0.1 0.01
C -5.49613 2.53355 1.63047 0.6 -0.3 -0.4 0.00
H 0.21124 2.25050 -5.40349 -0.1 0.0 0.0 0.00
H -2.28433 -4.78383 -2.67345 -0.1 0.1 0.0 0.00
C -4.50530 2.06242 -0.49926 0.6 -0.3 -0.2 0.00
H 0.48271 2.90622 4.04253 0.0 0.1 0.1 0.00
H 5.74339 2.84819 -7.72327 0.0 0.0 0.0 0.00
C 1.22171 -9.20879 -3.66449 0.2 -0.1 0.0 0.00
C 1.64446 6.71256 3.03728 -0.1 0.0 -0.1 0.00
H 1.57882 -9.40436 -2.64663 0.0 0.0 -0.1 0.00
H 0.72238 -3.43769 -4.26128 0.0 -0.2 -0.1 0.00
C 3.96788 1.55976 -5.91118 0.3 0.1 -0.3 0.00
C 1.29354 1.96306 -2.22023 0.1 -0.6 -0.2 0.00
H 2.96301 3.61294 2.80659 0.1 -0.1 0.0 0.00
H -6.44504 2.87762 -0.27429 0.0 0.0 -0.1 0.00
```
Forces are in eV/Å.

Largest force on an atom   3.07 eV/A
Molecular weight   916.85 g mol⁻¹
Calculated total energy   -2732.59260 Ha
2S+1   2
HOMO-LUMO gap (alpha / beta)   4.00 / 5.42 eV

---

- Number 2 is which compound?
  C53H41N5O5Y

---

- The highest calculated total energy belongs to which entry?
  C53H41N5O5Y

---

- Which of these has the highest calculated total energy?
  C53H41N5O5Y